No. 1
Formula: C3H39O18
Source: the OMol25 dataset
Level of theory: ωB97M-V with the def2-TZVPD basis set

Structure (XYZ):
```
60
Properties=species:S:1:pos:R:3:forces:R:3:lowdin_charge:R:1
C 0.96148 -1.06884 0.54674 0.5155 -0.4688 0.5864 -0.276
O 1.91642 -0.57954 1.47400 0.2159 0.2885 0.0114 -0.298
C -0.44979 -0.53824 0.75363 0.1808 -0.0912 -0.4830 -0.160
C -0.70854 0.69286 -0.08791 -0.4627 -0.1250 0.7856 -0.205
O -1.91674 1.35876 0.35472 -0.2527 0.1878 0.1094 -0.162
H 1.30330 -0.82757 -0.45968 -0.1609 0.0410 -0.2173 0.093
H 1.01292 -2.16894 0.63828 -0.4658 0.2122 -0.2771 0.109
H -0.64599 -0.34636 1.80180 0.1192 0.1843 0.1429 0.088
H -1.16027 -1.29992 0.47624 -0.1628 -0.1869 -0.1216 0.064
H 0.13634 1.37115 -0.01569 0.0005 0.1095 -0.2036 0.098
H -0.91268 0.42335 -1.11617 0.3981 -0.0626 -0.1975 0.088
H -1.65130 1.96564 1.12546 0.0603 -0.3693 -0.5325 0.047
H 0.29066 -1.13680 3.62495 -0.1424 -0.3762 0.1980 0.020
H 0.91534 -2.29204 2.93723 0.2879 -0.2390 -0.1945 0.034
O 0.19670 -2.12314 3.55128 -0.0374 0.5370 0.1354 -0.073
H 0.66493 3.25205 -0.79988 -0.2014 0.1394 0.1944 0.011
H -0.12630 4.41097 -0.15194 -0.1570 0.2795 -0.1720 0.055
O 0.58845 3.80143 0.02774 0.2780 -0.2606 -0.0517 -0.071
H 2.68908 0.67867 0.97136 -0.0249 0.4088 -0.1523 0.008
H 2.46052 2.22990 0.88641 0.2089 -0.1084 -0.0648 0.032
O 3.10820 1.55187 0.64371 -0.1983 -0.0411 0.0800 -0.097
H 3.31727 1.66022 -1.11439 -0.1378 -0.2122 -0.4872 0.017
H 2.99312 0.84385 -2.42493 -0.0354 0.0728 0.1688 0.035
O 3.30567 1.70175 -2.10992 0.3557 0.0714 0.3397 -0.084
H -3.23008 0.10959 2.89086 -0.0857 -0.1461 -0.1542 0.065
H -2.89184 0.32248 1.40098 -0.1575 -0.4173 0.2934 0.024
O -3.34883 -0.30539 2.02537 0.0282 0.6953 -0.0980 -0.071
H -1.05584 -3.44698 0.27382 0.0496 0.0154 -0.0873 0.016
H -1.42701 -2.95893 -1.10668 0.1666 -0.0212 -0.0940 0.018
O -0.76689 -3.50198 -0.65597 -0.2638 -0.0323 0.0471 -0.058
H 1.13677 -0.95695 -2.86674 -0.4146 0.1850 -0.0411 0.006
H -0.30923 -0.29326 -3.23820 0.8204 -0.3574 0.0643 0.020
O 0.66918 -0.13707 -3.15031 -0.5407 0.2003 -0.1684 -0.101
H 2.67900 -2.20385 -1.56139 -0.7674 -0.1700 -0.5873 0.036
H 1.28377 -2.86389 -1.82307 -0.1663 -0.1494 0.2558 0.027
O 1.97812 -2.36135 -2.25945 0.9841 0.0965 0.4291 -0.080
H -2.63078 -1.94853 2.10246 0.4972 -0.3611 -0.0303 -0.005
H -1.30058 -2.64169 2.60755 -0.8341 0.0953 -0.4740 0.022
O -2.10167 -2.77442 2.02633 0.3538 -0.1453 0.4431 -0.117
H 1.55824 0.78639 4.00794 -0.2338 -0.0247 -0.2147 0.041
H 1.40169 0.06788 2.47467 -0.1704 0.0073 0.3060 0.005
O 0.87522 0.55462 3.36339 0.1398 0.1386 -0.1511 -0.195
H 4.42796 -1.00048 -0.43313 -0.2949 -0.3403 0.1660 0.057
H 3.28599 -1.34024 0.56957 0.2191 -0.1686 -0.3417 0.029
O 3.84042 -1.72765 -0.16493 0.0302 0.5537 0.1986 -0.076
H -3.43432 -0.82516 -0.67461 -0.0286 0.0087 0.4893 0.044
H -3.46216 -2.37774 -0.47711 -0.0340 0.3223 0.2342 0.058
O -3.46253 -1.66841 -1.13143 0.0161 -0.3761 -0.4145 -0.032
H 1.71622 2.55448 -2.37915 -0.2371 -0.2671 -0.0695 0.029
H 0.57471 1.55070 -2.61735 0.3969 0.3855 0.3219 0.019
O 0.73743 2.48549 -2.32149 -0.1934 -0.0123 -0.2801 -0.105
H -0.27553 1.95521 2.60155 0.1480 0.5576 -0.1790 0.044
H -0.16811 3.13320 1.50833 0.0109 -0.4123 0.3688 0.024
O -0.76826 2.69396 2.15828 0.2904 -0.0865 0.4550 -0.062
H -1.68412 2.46310 -2.37467 0.3839 0.2288 -0.2553 0.029
H -2.50247 1.93561 -1.21585 -0.0872 0.1055 -0.4489 0.030
O -2.55439 2.10310 -2.19256 -0.2585 -0.0563 0.6406 -0.064
H -2.41797 0.48349 -2.98257 0.2643 -0.4346 -0.2680 0.019
H -2.55140 -1.01569 -2.63662 0.4562 0.3786 -0.6985 0.020
O -2.10949 -0.41068 -3.28088 -0.6689 0.0138 0.7458 -0.093
```
Forces are in eV/Å.

Computed properties:
- LUMO: 2.6 eV
- Molar mass: 363.327 g mol⁻¹
- Spin multiplicity: 1
- Net charge: -1

---

No. 2
Formula: C34H52AsBrN5O2PS2Si2W
Source: the OMol25 dataset
Level of theory: ωB97M-V with the def2-TZVPD basis set

Structure (XYZ):
```
101
Properties=species:S:1:pos:R:3:forces:R:3:lowdin_charge:R:1
W -1.51573 -0.62591 0.08970 0.3821 -0.1514 -2.3218 0.982
C -3.16359 4.34248 0.72558 -0.1225 0.1040 -0.0297 -0.396
S -4.14870 3.13152 1.62803 0.1454 -0.0322 0.0950 0.914
C -3.39805 1.64561 1.13390 -0.1585 0.1161 -0.0835 -1.056
S -2.59148 1.49430 -0.40640 -0.0211 -0.0068 0.1180 0.661
N -3.59608 0.63093 1.91559 0.2142 0.2619 0.0167 -0.056
N -3.08014 -0.53270 1.39810 0.0639 0.6753 0.0504 -0.273
C -3.57256 -1.60913 1.90466 -0.4979 -0.8145 0.3434 -0.072
C -3.26400 -2.79469 1.16785 -0.2410 0.1241 0.4904 -0.269
C -3.80763 -4.04079 1.42871 -0.3313 -0.3432 0.2886 0.022
C -3.65344 -5.04365 0.49670 -0.0756 -0.2324 0.1319 -0.003
C -2.95474 -4.76416 -0.67607 -0.0258 -0.1125 -0.1357 -0.010
C -2.37743 -3.52871 -0.82886 -0.0498 -0.0386 0.0098 -0.146
N -2.49017 -2.55448 0.09361 0.1423 0.0031 -0.2411 -0.082
H -3.51453 5.31305 1.07938 0.0377 -0.0625 -0.0479 0.050
H -3.32494 4.27052 -0.34739 0.0100 0.0315 0.0263 0.032
H -2.11007 4.22817 0.96963 0.0112 0.0342 -0.0260 0.017
H -4.27479 -1.55330 2.72700 0.0035 -0.0899 -0.0540 0.152
H -4.37322 -4.18657 2.34581 0.0719 -0.0182 -0.2017 0.139
H -4.07770 -6.03010 0.66406 0.0445 0.1839 -0.0201 0.133
H -2.84666 -5.50798 -1.45744 0.0169 0.0849 0.0850 0.132
H -1.79393 -3.28533 -1.69629 0.0270 0.0442 -0.0732 0.083
C -3.51823 -1.02380 -2.47193 0.4130 -0.0379 -0.2416 -0.024
O -2.09253 -0.94204 -2.13919 -0.5348 -0.2303 0.2729 -0.303
C -1.25521 -0.57613 -3.18019 -0.3520 -0.2217 0.0030 -0.225
C -1.54827 -0.85606 -4.49247 -0.1480 -0.1446 -0.2351 -0.041
C -0.70758 -0.34443 -5.47060 -0.0405 -0.0318 -0.1035 -0.667
Br -1.07817 -0.72201 -7.26627 -0.0252 -0.0270 -0.1671 0.842
C 0.36003 0.46243 -5.14289 0.2393 0.1665 0.0497 -0.040
C 0.65965 0.72031 -3.80502 0.4173 0.4376 -0.1854 -0.047
C -0.13558 0.13944 -2.83464 0.2424 0.2131 0.0574 -0.189
O 0.09548 0.30670 -1.48054 -0.5034 -0.6350 0.3558 -0.135
C 1.67813 1.76067 -3.49021 -0.1414 -0.1178 -0.0813 -0.258
N 1.88185 2.79039 -4.24513 0.1863 0.2528 0.1068 0.211
C 2.83085 3.57058 -3.56470 -0.2712 0.0432 -0.4886 -0.202
C 3.41006 4.78469 -3.93440 -0.0184 0.1093 -0.0924 0.009
C 4.34614 5.33594 -3.08077 -0.0065 -0.0063 -0.0188 -0.061
C 4.70766 4.69881 -1.87955 -0.0012 0.0428 -0.0113 -0.063
C 4.12923 3.50404 -1.49442 -0.0170 -0.0496 -0.0043 -0.025
C 3.18120 2.96834 -2.36628 0.1969 -0.3397 0.0229 -0.225
N 2.39609 1.81713 -2.30545 0.1953 -0.4146 0.2092 0.123
H -3.72924 -1.98119 -2.93867 0.0344 -0.0839 -0.0569 0.104
H -3.77869 -0.20741 -3.13486 0.0130 0.1226 -0.0847 0.116
H -4.06446 -0.93157 -1.55198 -0.1190 0.0421 0.3908 0.076
H -2.41987 -1.43873 -4.76986 0.1401 0.0849 0.0243 0.122
H 0.96657 0.93138 -5.90677 -0.0403 -0.0358 0.0224 0.126
H 0.61324 1.10870 -1.35249 0.2277 0.5849 0.3452 0.056
H 3.12744 5.26688 -4.86383 0.0564 -0.0460 0.0965 0.123
H 4.82135 6.27649 -3.33866 -0.0629 -0.1163 0.0155 0.113
H 5.45990 5.15525 -1.24351 -0.1060 -0.0543 -0.0835 0.113
H 4.41060 3.01696 -0.56642 -0.0194 0.0266 -0.1490 0.097
H 2.65432 1.01780 -1.75461 0.1300 -0.2522 -0.0352 0.126
C 0.69917 3.35385 -0.24648 -0.0492 0.4239 -0.3123 -0.190
Si 1.00374 2.57033 1.40255 0.0921 -0.3026 -0.1616 0.287
C 2.73780 1.92740 1.50193 0.5373 -0.1365 0.0904 -0.228
C 0.79048 3.80806 2.74620 -0.1926 0.2109 0.4944 -0.202
As -0.20551 0.52719 1.76521 0.3712 0.8133 1.0279 0.847
Si -0.36876 0.28644 4.14502 0.0172 -0.2329 -0.4681 0.275
C -1.70541 -0.94912 4.39386 -0.5030 -0.3903 0.1930 -0.215
C 1.27870 -0.32210 4.70107 0.5570 -0.1049 0.2749 -0.208
C -0.85914 1.87760 4.89573 -0.1720 0.5467 0.2071 -0.202
H 1.63233 3.37713 -0.83177 -0.5834 0.1446 0.4066 0.019
H 0.38820 4.39692 -0.08953 0.0199 -0.2307 -0.0526 0.059
H -0.08907 2.88373 -0.83222 -0.0899 0.0817 -0.1096 -0.004
H 3.43799 2.77589 1.56389 -0.1311 -0.2520 -0.0210 0.052
H 3.01616 1.31281 0.63436 -0.0112 0.1137 0.1876 0.012
H 2.86578 1.31540 2.40501 0.0783 0.1126 -0.1597 0.032
H 1.20651 4.74972 2.36136 -0.0439 -0.1369 0.1238 0.058
H 1.36784 3.51428 3.63129 -0.1139 0.1545 -0.1460 0.041
H -0.24484 3.98924 3.05290 0.1833 0.0376 -0.0876 0.033
H -1.61977 -1.79974 3.71343 -0.0240 -0.0032 0.1423 0.005
H -2.67818 -0.46337 4.24024 0.1695 -0.1296 0.0654 0.032
H -1.66879 -1.33124 5.42527 -0.0412 0.0931 -0.2207 0.061
H 1.83800 -0.79736 3.88896 -0.0048 -0.0082 0.1658 0.015
H 1.15339 -1.05558 5.51018 0.0989 0.1697 -0.1385 0.050
H 1.88380 0.50929 5.08941 -0.0639 -0.2322 -0.0836 0.047
H -1.65176 2.36341 4.31571 0.0601 -0.0292 0.1491 0.039
H -0.02048 2.56740 5.00697 -0.1784 -0.0558 0.0620 0.024
H -1.25891 1.65449 5.89350 0.0460 0.0947 -0.0901 0.060
C 1.12463 -4.24504 2.31691 -0.0466 -0.0104 0.0782 -0.111
C 0.22823 -3.07106 1.91598 0.1396 -0.3979 -0.1277 -0.397
P 0.45109 -2.39936 0.22337 -0.0223 0.2061 0.5185 0.883
C 2.16613 -1.78136 0.32680 0.1484 -0.1656 -0.3924 -0.374
C 2.91125 -1.69651 -1.00706 0.2488 0.1019 0.1250 -0.125
C 0.66627 -3.92606 -0.76647 -0.1577 0.2046 -0.4716 -0.361
C 0.68369 -3.76725 -2.29629 0.0535 -0.0628 0.0163 -0.108
H 0.91164 -4.51475 3.35212 0.0353 -0.0163 -0.0239 0.086
H 2.18739 -4.00237 2.26205 -0.0737 -0.0257 -0.0046 0.072
H 0.94254 -5.13135 1.70759 0.0097 0.0573 0.0335 0.074
H 0.38238 -2.23046 2.58417 0.0505 0.1863 0.1546 0.020
H -0.81568 -3.36103 2.01767 -0.1556 -0.0501 0.0354 0.062
H 2.70067 -2.46888 0.98113 0.0353 0.0180 0.0858 0.081
H 2.13010 -0.82383 0.82967 -0.0053 0.2758 0.1184 0.016
H 3.22734 -2.68052 -1.35593 -0.0363 0.0431 0.0260 0.083
H 3.82451 -1.10017 -0.89223 -0.1585 -0.0762 -0.0470 0.088
H 2.29509 -1.26645 -1.79361 0.0110 0.1967 -0.1007 0.041
H -0.10391 -4.63388 -0.46527 0.0199 -0.1055 0.0312 0.074
H 1.61380 -4.32691 -0.41352 0.1225 -0.1362 -0.0167 0.089
H -0.32056 -3.67986 -2.71806 0.1547 0.0132 0.0007 0.055
H 1.14049 -4.64730 -2.75450 -0.0464 0.0700 0.0378 0.093
H 1.25125 -2.89628 -2.62816 -0.0867 -0.1208 0.0300 0.055
```
Forces are in eV/Å.

Computed properties:
- LUMO (alpha / beta): -6.1 / -7.1 eV
- Molar mass: 1052.769 g mol⁻¹
- Spin multiplicity: 3
- Net charge: +2

---

Energy above the lowest of the compared OMol25 structures with the same formula, charge and spin (kJ/mol)
0.0 78.3